[1]
ORCA calculation (the ωB97M-V functional and the def2-TZVPD basis) on a structure of composition C2H6IN at a distorted geometry.

## Properties
Gap between HOMO and LUMO   8.584 eV
Calculated total energy   -11758.44117 eV
E_LUMO   0.1 eV
HOMO level   -8.5 eV
Charge   0
Energy above the lowest of the compared OMol25 structures with the same formula, charge and spin   51.28 kcal/mol

Each line ends with the Löwdin charge.
Element x y z (Å)
C -0.473 -0.878 1.068  0.019
C 0.033 0.710 -1.169  -0.297
N 0.205 0.854 0.297  -0.627
I 2.169 0.933 0.777  0.727
H 0.292 -1.484 1.513  0.017
H -1.264 -0.844 1.769  0.025
H -0.811 -1.351 0.220  -0.011
H -0.094 -0.398 -1.314  0.072
H -0.843 1.196 -1.450  0.040
H 0.787 1.260 -1.712  0.036

***

[2]
ORCA calculation (the ωB97M-V functional and the def2-TZVPD basis) on a cluster of 2 separate species, C2H6IN2O in total at a distorted geometry.

## Properties
Gap between HOMO and LUMO (spin up / spin down)   6.922 / 8.232 eV
Calculated total energy   -15287.33933 eV
E_LUMO (spin up / spin down)   -6.1 / -5.5 eV
HOMO level (spin up / spin down)   -13.0 / -13.8 eV
Charge   +1
Energy above the lowest of the compared OMol25 structures with the same formula, charge and spin   114.27 kcal/mol

Each line ends with the Löwdin charge.
Element x y z (Å)
C -0.061 -0.269 0.118  -0.186
C 2.264 1.191 0.339  -0.433
N 0.088 -1.531 0.261  0.127
N -1.169 0.385 0.024  -0.023
O -2.262 -0.424 0.084  -0.002
I 3.513 -0.407 -0.163  0.887
H 2.174 2.019 -0.496  0.059
H 2.159 1.276 1.402  -0.027
H 1.013 -2.062 0.099  0.110
H -0.644 -2.153 0.631  0.143
H -1.194 1.384 -0.050  0.163
H -2.473 -0.890 -0.802  0.181

***

[3]
ORCA calculation (the ωB97M-V functional and the def2-TZVPD basis) on an isolated molecule of C2H6INO2S at a distorted geometry.

## Properties
Gap between HOMO and LUMO (spin up / spin down)   7.156 / 7.160 eV
Calculated total energy   -26687.54530 eV
E_LUMO (spin up / spin down)   -1.6 / -1.6 eV
HOMO level (spin up / spin down)   -8.8 / -8.8 eV
Charge   0
Energy above the lowest of the compared OMol25 structures with the same formula, charge and spin   69.70 kcal/mol

Each line ends with the Löwdin charge.
Element x y z (Å)
C 0.619 -1.138 1.132  -0.131
C 1.366 -0.047 0.252  -0.322
N -2.943 -0.065 -0.859  -0.597
O 0.997 1.902 -1.500  -0.412
O -0.652 1.823 0.249  -0.373
S 0.203 1.060 -0.625  0.394
I -1.536 -0.191 -2.150  1.149
H 0.196 -1.932 0.402  0.083
H 1.275 -1.848 1.677  0.074
H -0.097 -0.521 1.718  0.080
H 2.148 -0.429 -0.438  0.103
H 1.788 0.585 1.069  0.105
H -3.364 0.800 -0.927  -0.154

***

[4]
ORCA calculation (the ωB97M-V functional and the def2-TZVPD basis) on a structure of composition C2H6INO2S at a distorted geometry.

## Properties
Gap between HOMO and LUMO   9.060 eV
Calculated total energy   -26689.08700 eV
E_LUMO   -0.3 eV
HOMO level   -9.4 eV
Charge   0
Energy above the lowest of the compared OMol25 structures with the same formula, charge and spin   34.14 kcal/mol

Each line ends with the Löwdin charge.
Element x y z (Å)
C -1.509 -0.084 2.032  -0.048
C -0.858 0.847 2.740  -0.039
N 1.106 -0.899 -2.885  -0.835
O 0.092 0.042 -0.719  -0.359
O 2.467 -0.331 -0.917  -0.447
S 1.431 0.300 -1.705  0.738
I 1.220 -0.405 -4.798  0.785
H -1.919 -0.084 1.052  0.028
H -1.884 -0.883 2.520  0.005
H -0.783 0.544 -0.960  0.113
H -0.468 1.778 2.413  0.032
H -0.610 0.800 3.757  0.027
H 1.717 -1.625 -2.529  -0.001

***

[5]
ORCA calculation (the ωB97M-V functional and the def2-TZVPD basis) on an isolated molecule of C2H6INO2S2 at a distorted geometry.

## Properties
Gap between HOMO and LUMO (spin up / spin down)   7.145 / 7.124 eV
Calculated total energy   -37520.64521 eV
E_LUMO (spin up / spin down)   -1.5 / -1.3 eV
HOMO level (spin up / spin down)   -8.6 / -8.4 eV
Charge   0
Energy above the lowest of the compared OMol25 structures with the same formula, charge and spin   68.28 kcal/mol

Each line ends with the Löwdin charge.
Element x y z (Å)
C 0.320 1.026 0.747  -0.235
C 0.120 -0.411 0.049  -0.476
N 0.282 -3.405 -2.369  -0.627
O -0.751 3.153 0.894  -0.010
O -0.762 1.868 0.266  -0.198
S -0.065 -0.152 -1.783  0.162
S 1.659 -0.712 -2.536  0.137
I -1.405 -2.587 -2.134  0.961
H 1.406 1.401 0.556  0.141
H 0.370 0.635 1.821  0.132
H -0.813 -0.858 0.372  0.040
H 0.880 -1.171 0.068  0.049
H 0.477 -3.595 -3.266  -0.170
H -0.108 3.625 0.359  0.093

***

[6]
ORCA calculation (the ωB97M-V functional and the def2-TZVPD basis) on an isolated molecule of C2H6INS at a distorted geometry.

## Properties
Gap between HOMO and LUMO (spin up / spin down)   6.544 / 7.943 eV
Calculated total energy   -22594.06124 eV
E_LUMO (spin up / spin down)   -1.2 / -1.3 eV
HOMO level (spin up / spin down)   -7.7 / -9.2 eV
Charge   0
Energy above the lowest of the compared OMol25 structures with the same formula, charge and spin   30.17 kcal/mol

Each line ends with the Löwdin charge.
Element x y z (Å)
C 0.784 -1.888 0.077  -0.260
C -0.246 2.009 -0.252  -0.420
N 0.903 -0.453 -0.219  -0.240
S -0.368 0.571 0.804  0.473
I -2.871 -0.063 0.362  0.197
H 1.789 -2.280 -0.130  0.080
H -0.017 -2.461 -0.333  0.059
H 0.693 -2.008 1.122  0.036
H 0.736 2.013 -0.454  -0.029
H -0.593 2.925 0.207  0.049
H -0.809 1.635 -1.185  0.054

***

[7]
ORCA calculation (the ωB97M-V functional and the def2-TZVPD basis) on a structure of composition C2H6INS at a distorted geometry.

## Properties
Gap between HOMO and LUMO   8.108 eV
Calculated total energy   -22595.12211 eV
E_LUMO   -0.7 eV
HOMO level   -8.8 eV
Charge   0
Energy above the lowest of the compared OMol25 structures with the same formula, charge and spin   5.71 kcal/mol

Each line ends with the Löwdin charge.
Element x y z (Å)
C 1.309 -0.482 0.152  -0.099
C -0.060 -0.595 -0.465  -0.492
N -0.977 0.318 0.152  -0.952
S -0.754 2.032 -0.120  0.609
I -3.035 -0.305 0.014  0.676
H 1.164 -0.835 1.085  0.038
H 1.985 -1.185 -0.297  0.080
H 1.553 0.535 0.004  0.038
H -0.050 -0.339 -1.495  0.077
H -0.470 -1.696 -0.233  0.126
H -0.664 2.552 1.204  -0.099

***

[8]
ORCA calculation (the ωB97M-V functional and the def2-TZVPD basis) on a structure of composition C2H6INS at a distorted geometry.

## Properties
Gap between HOMO and LUMO (spin up / spin down)   7.135 / 7.137 eV
Calculated total energy   -22593.16621 eV
E_LUMO (spin up / spin down)   -0.4 / -0.4 eV
HOMO level (spin up / spin down)   -7.5 / -7.5 eV
Charge   0
Energy above the lowest of the compared OMol25 structures with the same formula, charge and spin   50.81 kcal/mol

Each line ends with the Löwdin charge.
Element x y z (Å)
C -0.028 0.952 1.167  -0.193
C -0.707 0.332 -0.002  -0.072
N 0.737 -1.050 -0.764  -1.105
S 0.235 -1.584 -2.237  0.501
I 2.703 -0.397 -0.563  0.648
H 0.350 1.942 0.947  0.075
H -0.837 1.085 1.861  0.068
H 0.540 0.184 1.676  0.057
H -1.413 -0.390 0.220  0.046
H -0.788 1.074 -0.798  0.083
H -0.793 -2.148 -1.507  -0.109

***

[9]
ORCA calculation (the ωB97M-V functional and the def2-TZVPD basis) on a cluster of 2 separate species, C2H6IO2 in total.

## Properties
Gap between HOMO and LUMO   7.428 eV
Calculated total energy   -14369.34691 eV
E_LUMO   3.6 eV
HOMO level   -3.9 eV
Charge   -1
Energy above the lowest of the compared OMol25 structures with the same formula, charge and spin   3.51 kcal/mol

Each line ends with the Löwdin charge.
Element x y z (Å)
I -1.525 2.900 1.457  -0.563
C 0.149 0.057 -0.873  -0.312
C 0.125 -0.922 0.291  -0.266
O 1.429 -1.284 0.733  -0.087
O -1.129 0.577 -1.108  -0.152
H 0.485 -0.450 -1.785  0.113
H 0.875 0.857 -0.667  0.108
H -0.388 -1.831 -0.029  0.115
H -0.470 -0.485 1.103  0.099
H 1.793 -0.515 1.182  0.079
H -1.344 1.096 -0.305  -0.134

***

[10]
ORCA calculation (the ωB97M-V functional and the def2-TZVPD basis) on a cluster of 2 separate species, C2H6IO2P in total at a distorted geometry.

## Properties
Gap between HOMO and LUMO   6.320 eV
Calculated total energy   -23652.86058 eV
E_LUMO   -2.0 eV
HOMO level   -8.3 eV
Charge   0
Energy above the lowest of the compared OMol25 structures with the same formula, charge and spin   94.86 kcal/mol

Each line ends with the Löwdin charge.
Element x y z (Å)
C -0.519 -1.626 -0.910  -0.384
C 0.339 1.713 0.669  -0.164
O -0.580 -0.372 -1.379  -0.312
O 1.257 2.043 -0.351  -0.586
P 2.002 1.043 -1.313  0.620
I 2.862 -0.703 0.097  0.498
H -0.728 -2.378 -1.689  0.069
H -1.191 -1.792 -0.046  0.073
H 0.501 -1.876 -0.525  -0.043
H 0.870 1.510 1.601  0.076
H -0.239 0.836 0.357  0.058
H -0.327 2.564 0.799  0.095

***

[11]
ORCA calculation (the ωB97M-V functional and the def2-TZVPD basis) on an isolated molecule of C2H6N10O at a distorted geometry.

## Properties
Gap between HOMO and LUMO (spin up / spin down)   6.135 / 6.138 eV
Calculated total energy   -19106.41755 eV
E_LUMO (spin up / spin down)   -0.7 / -0.7 eV
HOMO level (spin up / spin down)   -6.9 / -6.9 eV
Charge   0
Energy above the lowest of the compared OMol25 structures with the same formula, charge and spin   70.08 kcal/mol

Each line ends with the Löwdin charge.
Element x y z (Å)
C -1.381 0.226 0.109  -0.383
C 1.072 -0.093 -0.066  -0.518
N -1.147 -2.001 0.850  0.167
N -0.643 0.253 -2.183  -0.095
N 0.658 0.676 -2.216  -0.103
N 0.485 -1.885 1.094  -0.007
N -1.690 -1.046 0.379  0.109
N -1.247 0.819 -1.046  0.068
N 1.282 0.812 -0.989  0.033
N 1.053 -1.403 -0.071  0.046
N -1.230 1.131 1.313  0.035
N 1.269 0.523 1.309  0.038
O -0.057 0.788 2.018  -0.183
H 0.584 -1.190 1.961  0.174
H -1.047 0.184 -3.092  0.119
H 0.801 1.532 -2.750  0.112
H 0.721 -2.794 1.427  0.134
H -1.305 2.069 0.891  0.122
H 1.824 1.398 1.061  0.132

***

[12]
ORCA calculation (the ωB97M-V functional and the def2-TZVPD basis) on an isolated molecule of C2H6N2 at a distorted geometry.

## Properties
Gap between HOMO and LUMO   10.138 eV
Calculated total energy   -5151.36696 eV
E_LUMO   0.9 eV
HOMO level   -9.2 eV
SMILES string   [H]/N=C(/C)N
Charge   0
Energy above the lowest of the compared OMol25 structures with the same formula, charge and spin   12.75 kcal/mol

Each line ends with the Löwdin charge.
Element x y z (Å)
C -1.252 -0.168 0.010  -0.055
C 0.259 -0.305 0.015  -0.587
H -1.630 -0.498 0.992  0.077
H -1.623 0.893 -0.175  0.082
H -1.725 -0.772 -0.790  0.080
H 0.498 1.839 0.026  0.099
H 1.919 0.834 -0.129  0.099
H 1.819 -1.275 -0.005  0.023
N 0.909 0.902 0.038  0.088
N 0.825 -1.451 0.019  0.094